No. 1
90
Properties=species:S:1:pos:R:3 method="wB97M-V/def2-TZVPD" homo_ev=-11.22 gap_ev=7.5 fmax_ev_per_a=1.1 spin_multiplicity=1 energy_ev=-85391.5128 total_charge=+1 e_lumo_ev=-3.701
C -0.71972 -3.84108 -1.20585
C -0.33787 -3.17532 -2.30457
C 0.54035 -2.03812 -2.17863
N 1.46557 -1.95206 -1.26184
N 2.12758 -0.79197 -1.49599
B 3.33306 -0.41356 -0.60612
N 3.22790 -0.22638 0.80789
O 4.51562 -0.32476 -1.22778
C 1.61261 -0.15195 -2.54318
P 2.00650 1.43721 -3.39719
O 3.29730 1.94856 -2.58557
I 0.19223 2.78069 -2.45947
N 0.61270 -0.92349 -2.99520
C -0.20596 -0.64569 -4.16681
I -2.27108 -0.52006 -3.60577
C -0.00487 -1.64713 -5.30489
C 1.45025 -2.05558 -5.54160
H -0.83675 -3.31705 -0.26995
H -0.95424 -4.89277 -1.24321
H -0.66528 -3.50134 -3.27835
H 2.67787 0.56769 1.10924
H 2.95101 -1.04661 1.33356
H 4.49322 -0.57757 -2.15757
H 3.82079 2.46204 -3.22871
H 0.02320 0.34713 -4.52841
H -0.37689 -1.15344 -6.19749
H -0.63963 -2.51322 -5.15436
H 1.48652 -3.09639 -5.84650
H 2.08302 -1.97628 -4.66099
H 1.90716 -1.48281 -6.34118
O 2.93950 2.97949 -5.64989
C 3.33241 4.10923 -5.79900
O 4.32451 4.60276 -5.04096
C 4.53571 6.00454 -5.33898
C 3.96142 6.19343 -6.73834
C 2.82809 5.16482 -6.75548
H 4.00945 6.59351 -4.58690
H 5.59845 6.21568 -5.27122
H 3.64283 7.21421 -6.93167
H 4.70948 5.92641 -7.48459
H 1.89480 5.56783 -6.35801
H 2.64797 4.73427 -7.73616
O -0.52739 -3.52470 1.81700
C -0.50920 -2.46653 2.38883
O -0.54146 -2.37570 3.72648
C -0.62491 -0.99469 4.13961
C -0.08748 -0.19734 2.96333
C -0.49682 -1.07187 1.78034
H -1.66853 -0.75774 4.35331
H -0.03651 -0.85766 5.03849
H -0.47164 0.81975 2.92897
H 0.99867 -0.14987 3.03199
H -1.50477 -0.83786 1.42709
H 0.20161 -1.03249 0.94888
O -2.87553 0.23717 1.57847
C -3.50204 1.06989 0.98614
O -4.57664 1.68729 1.51568
C -5.18837 2.55709 0.54133
C -4.08424 2.86023 -0.46860
C -3.26855 1.56905 -0.42601
H -6.03033 2.02863 0.09082
H -5.56100 3.43970 1.05285
H -4.46418 3.12176 -1.45354
H -3.47695 3.69185 -0.10879
H -3.64447 0.81859 -1.12268
H -2.20471 1.71280 -0.58282
O -6.40235 -2.37406 6.69137
C -6.00485 -2.05765 5.61144
O -4.88703 -1.31213 5.43544
C -4.70507 -0.99494 4.04408
C -5.48676 -2.06372 3.28768
C -6.62785 -2.36289 4.25895
H -5.09511 0.00831 3.86286
H -3.64396 -1.00026 3.81653
H -5.80961 -1.73561 2.30160
H -4.86904 -2.95397 3.16166
H -7.47841 -1.69442 4.11690
H -6.96721 -3.39387 4.22457
O 2.44320 0.60527 5.86986
C 2.81307 -0.52741 5.78217
O 2.26007 -1.38297 4.88330
C 2.80314 -2.70911 5.04905
C 4.14273 -2.49930 5.74778
C 3.86779 -1.25304 6.59178
H 2.10389 -3.29195 5.65031
H 2.89287 -3.17371 4.07026
H 4.46228 -3.36635 6.32046
H 4.91493 -2.27904 5.00987
H 3.44173 -1.49853 7.56572
H 4.74017 -0.62086 6.72690

No. 2
9
Properties=species:S:1:pos:R:3 method="wB97M-V/def2-TZVPD" homo_ev="-14.41 / -18.84" de_lowest_kj_mol=0.00 gap_ev="8.2 / 9.2" fmax_ev_per_a=5.9 s_squared=2.021 spin_multiplicity=3 energy_ev=-13225.3331 total_charge=+1 e_lumo_ev="-6.197 / -9.607"
C 0.20868 -0.22259 -0.57601
C -1.38030 -0.13316 -0.18522
N 2.10053 0.12045 0.92596
N 1.18803 -0.00577 0.24157
F -1.51730 -0.23264 1.19571
F -1.74541 1.11817 -0.52169
F -2.11889 -1.07088 -0.73279
H 0.62632 -0.49998 -1.61897
H 2.63834 0.92640 1.27143

No. 3
53
Properties=species:S:1:pos:R:3 method="wB97M-V/def2-TZVPD" homo_ev=-12.60 gap_ev=8.5 fmax_ev_per_a=2.2 spin_multiplicity=1 energy_ev=-555570.7394 total_charge=+1 e_lumo_ev=-4.143
O 1.56355 -3.28734 -3.22138
P 0.92578 -2.00165 -3.91991
Br 2.34140 -0.52411 -3.23856
N -0.45632 -1.66909 -2.61584
Cl -0.03921 -1.56003 -0.92880
H 0.96476 -4.05025 -3.10783
H -1.12039 -2.46054 -2.67198
H -0.97759 -0.80972 -2.84323
C 0.91338 -1.10169 2.83049
Cl 1.11665 -2.84696 2.97521
Cl -0.68545 -0.83138 2.08515
Cl 0.97528 -0.31047 4.38597
Cl 2.16185 -0.44143 1.76857
C -0.99262 -6.42545 3.40082
Cl -1.20264 -8.16555 3.29142
Cl -2.20139 -5.58133 2.41784
Cl -1.14340 -5.90006 5.07115
Cl 0.60881 -5.98808 2.76448
C 1.24856 3.66454 -0.23770
Cl -0.39027 4.15430 -0.66761
Cl 1.36832 3.45602 1.50515
Cl 1.61004 2.11935 -1.05892
Cl 2.40087 4.86846 -0.78404
C 6.41121 4.49303 -1.71470
Cl 8.06434 3.89010 -1.77033
Cl 6.12041 5.57125 -3.08077
Cl 5.27900 3.13201 -1.79934
Cl 6.14433 5.36915 -0.20518
C 1.58039 8.84972 1.44298
Cl 2.48826 8.62172 2.93974
Cl 0.42223 10.16090 1.64989
Cl 2.69769 9.24207 0.13193
Cl 0.72029 7.35730 1.04003
C 3.32786 3.27021 5.23394
Cl 3.69825 4.59325 4.12734
Cl 3.83425 1.74252 4.50203
Cl 4.17481 3.50607 6.75843
Cl 1.58234 3.22345 5.52317
C -3.61577 1.28211 -1.41122
Cl -4.00781 2.96749 -1.14235
Cl -2.96830 1.08200 -3.06691
Cl -2.37486 0.73407 -0.27550
Cl -5.05745 0.29129 -1.23151
C -2.65271 -4.67917 -1.42365
Cl -1.29018 -3.87014 -0.57563
Cl -2.31608 -6.39975 -1.48839
Cl -4.10293 -4.36934 -0.48672
Cl -2.80789 -4.01263 -3.04564
C -6.87363 -6.07494 -3.56934
Cl -5.30169 -6.76302 -3.13665
Cl -6.62456 -4.49048 -4.31619
Cl -7.69544 -7.14090 -4.70143
Cl -7.84634 -5.88690 -2.10847

No. 4
24
Properties=species:S:1:pos:R:3 method="wB97M-V/def2-TZVPD" homo_ev="-19.48 / -19.47" de_lowest_kj_mol=209.86 gap_ev="3.8 / 3.8" fmax_ev_per_a=7.9 spin_multiplicity=1 energy_ev=-71031.8178 total_charge=+3 e_lumo_ev="-15.716 / -15.721"
Ga 0.29326 1.86961 0.42617
C 0.11179 2.68995 2.23754
O 0.00823 3.11672 3.31555
C -0.00530 3.19274 -1.40067
O -0.12003 3.96052 -2.24784
C -2.01930 1.13856 -0.17307
O -3.16260 1.13829 -0.20778
C 2.30820 1.45473 -0.19012
O 3.43568 1.37684 -0.43588
C 0.20163 -1.67685 -3.10103
H 1.16094 -2.16158 -3.36657
H -0.68303 -2.28477 -2.83485
C 0.06631 -0.34166 -3.28359
H -0.88826 0.18104 -3.13316
H 0.90402 0.30265 -3.60304
C 0.21071 -1.46385 2.95582
C -0.56237 -1.70902 1.68035
O 0.18652 -1.21084 0.57473
H 1.10590 -2.11042 2.99334
H -0.45302 -1.73639 3.79089
H 0.49368 -0.40375 3.01182
H -0.72921 -2.79082 1.54583
H -1.52986 -1.19535 1.69080
H -0.33388 -1.33637 -0.24521

No. 5
5
Properties=species:S:1:pos:R:3 method="wB97M-V/def2-TZVPD" homo_ev=-31.93 de_lowest_kj_mol=0.00 gap_ev=10.9 fmax_ev_per_a=2.3 spin_multiplicity=1 energy_ev=-21719.4578 total_charge=+4 e_lumo_ev=-21.028
Mg 14.21413 23.77456 32.20620
Mg 13.47482 21.03039 29.67647
Mg 13.02001 21.44048 33.50761
F 13.79334 21.72920 31.61673
F 13.69731 23.17916 33.92063

No. 6
18
Properties=species:S:1:pos:R:3 method="wB97M-V/def2-TZVPD" homo_ev=-4.47 de_lowest_kj_mol=0.00 gap_ev=8.0 fmax_ev_per_a=3.4 spin_multiplicity=1 energy_ev=-23101.5375 total_charge=-1 e_lumo_ev=3.520
C -0.03261 -0.74773 -0.33458
C -3.12981 1.85288 -0.02708
C 1.31053 -0.40005 0.30797
C -2.41030 0.03968 -0.33425
C -3.21565 -0.96988 0.44284
N -1.03294 0.05774 0.08739
O -3.65407 2.16592 -1.06109
O -0.13332 -1.63645 -1.14913
O -2.84056 2.24976 1.06631
O -2.61222 -0.10411 -1.70312
F -4.54543 -0.79512 0.28008
F -2.99393 -0.88618 1.77603
F -3.00935 -2.28409 0.15346
H 2.00737 -1.21079 0.11245
H 1.20524 -0.25531 1.37962
H 1.69840 0.51358 -0.13850
H -0.84097 0.75134 0.79832
H -3.07377 0.72272 -1.98542

No. 7
22
Properties=species:S:1:pos:R:3 method="wB97M-V/def2-TZVPD" homo_ev=-4.42 de_lowest_kj_mol=81.94 gap_ev=7.3 fmax_ev_per_a=4.4 spin_multiplicity=1 energy_ev=-19477.5614 total_charge=-1 e_lumo_ev=2.911
C 3.84510 -1.39269 0.42491
C 2.41978 -2.03061 0.61317
O 1.46924 -1.15644 0.09094
C 0.26809 -0.97967 0.59662
O -0.14980 -1.62162 1.54256
C -0.45087 0.03388 -0.09596
N -1.70811 0.26240 0.05545
C -2.49387 1.16492 -0.77374
N -3.79314 0.49699 -0.82396
N -2.66854 2.49856 -0.26691
N -1.64650 3.26961 -0.16633
O -0.50607 2.85248 -0.37153
O -1.90084 4.39060 0.18367
H 4.11172 -1.39369 -0.75924
H 3.84363 -0.40820 0.77678
H 4.43040 -2.10953 0.96251
H 2.13196 -2.13713 1.76311
H 2.41059 -3.04163 0.06999
H 0.19096 0.34959 -0.90642
H -2.25543 1.20937 -1.93605
H -3.49343 -0.44144 -1.17713
H -4.05487 0.18424 0.19754

No. 8
62
Properties=species:S:1:pos:R:3 method="wB97M-V/def2-TZVPD" homo_ev=-10.54 de_lowest_kj_mol=37.87 gap_ev=5.4 fmax_ev_per_a=2.1 spin_multiplicity=1 energy_ev=-46501.7993 total_charge=+1 e_lumo_ev=-5.150
C 3.46276 3.72100 2.41238
S 2.13803 2.63846 1.66284
C 2.89257 2.57391 -0.02122
C 2.51710 1.00728 2.12452
C 1.76934 0.22172 3.06253
C 2.44651 -0.93916 3.75666
C 3.80280 -1.29460 3.62914
C 4.33012 -2.37645 4.34762
C 3.53536 -3.12201 5.22166
C 2.20518 -2.73678 5.39658
C 1.68662 -1.63916 4.71519
O 0.55897 0.49223 3.35469
H 3.32190 4.73166 2.00622
H 3.34821 3.76501 3.50352
H 4.46006 3.34656 2.14142
H 2.66314 3.51423 -0.54083
H 3.97632 2.42040 0.09468
H 2.41118 1.72456 -0.52098
H 3.59565 0.86013 2.09105
H 4.44659 -0.74172 2.94477
H 5.37221 -2.65181 4.22021
H 3.94226 -3.96641 5.77765
H 1.55036 -3.28742 6.06390
H 0.65920 -1.33035 4.89269
C -3.12939 -4.90635 2.47451
C -2.52152 -3.67077 1.90385
C -1.70460 -2.84626 2.69246
C -1.05654 -1.76532 2.13112
C -1.16458 -1.42826 0.75271
C -0.39815 -0.35242 0.23141
C -0.41007 0.12321 -1.10811
C -0.75727 -0.68929 -2.22507
C -0.87179 -0.17214 -3.50990
C -0.53608 1.16576 -3.75256
O -0.49773 1.67705 -5.04463
C -1.65461 2.18408 -5.64874
C -1.74519 3.57000 -5.83499
C -2.96380 4.10313 -6.23711
C -4.04149 3.25784 -6.52178
C -3.89804 1.87094 -6.41762
C -2.69571 1.31226 -5.98349
C -0.13127 1.98277 -2.68421
C -0.08798 1.48330 -1.39618
C -2.13503 -2.18475 0.01851
C -2.75291 -3.29467 0.57794
H -3.57487 -5.55025 1.70091
H -2.39450 -5.51634 3.02533
H -3.92334 -4.67070 3.20139
H -1.57637 -3.09957 3.75255
H -0.51025 -1.11256 2.80814
H 0.18036 0.20211 0.95477
H -1.05231 -1.72395 -2.07623
H -1.19502 -0.81704 -4.32905
H -0.88263 4.19965 -5.60778
H -3.07170 5.18489 -6.33168
H -4.98781 3.67809 -6.85897
H -4.72864 1.20373 -6.65815
H -2.56010 0.23506 -5.85590
H 0.16148 3.01450 -2.91796
H 0.07549 2.18331 -0.56576
H -2.47539 -1.86282 -0.96033
H -3.42310 -3.89949 -0.03630

No. 9
33
Properties=species:S:1:pos:R:3 method="wB97M-V/def2-TZVPD" homo_ev="-12.68 / -12.68" de_lowest_kj_mol=698.11 gap_ev="6.6 / 6.6" fmax_ev_per_a=4.5 spin_multiplicity=1 energy_ev=-18307.7859 total_charge=+1 e_lumo_ev="-6.041 / -6.041"
C -0.18934 -1.69849 -0.07059
C 1.03094 -1.28472 -0.32497
C 0.55106 1.16055 -0.15547
C -0.50936 1.29926 0.74165
C -1.36455 -0.85090 -0.28753
C -1.98310 -0.51622 1.04909
C 1.38557 0.07022 -0.58785
C -0.94790 0.43295 1.81282
C 2.71097 0.52236 -1.15826
C 0.10834 -0.33260 2.60335
C -1.69951 1.27945 2.82361
C 0.28346 -0.81287 -3.72777
N 0.55502 0.32437 -2.91281
O -1.60993 -0.23624 -1.25982
O 0.06742 1.37156 -3.20074
H -0.33834 -2.62487 0.27702
H 1.83815 -1.96718 -0.37362
H 0.70336 1.97473 -0.83229
H -1.07106 2.23647 0.52861
H -2.90905 -0.02275 1.02982
H -2.17602 -1.49200 1.50781
H 2.81284 0.70322 -2.20444
H 3.42949 -0.27806 -0.95387
H 3.16274 1.43838 -0.58425
H 0.53258 -1.20766 2.07389
H -0.24576 -0.82130 3.54252
H 0.96819 0.27161 2.87900
H -1.00323 1.67187 3.46293
H -2.39237 0.50469 3.29888
H -2.28407 2.04220 2.46346
H -0.23134 -1.40376 -2.90596
H 1.17464 -1.23551 -4.02553
H -0.35983 -0.51878 -4.52868

No. 10
21
Properties=species:S:1:pos:R:3 method="wB97M-V/def2-TZVPD" homo_ev="-14.88 / -13.51" de_lowest_kj_mol=454.52 gap_ev="9.7 / 7.0" fmax_ev_per_a=6.3 spin_multiplicity=1 energy_ev=-20433.0568 total_charge=+1 e_lumo_ev="-5.233 / -6.557"
C 1.32314 -0.90531 1.68197
C -0.78607 -2.42804 0.13833
C -1.26266 1.71201 -0.01531
C 1.02989 1.59335 -0.99670
C -0.27783 -1.13387 -0.61239
C 0.09778 1.19192 0.15518
N 0.11692 -0.21464 0.39525
Cl 1.42831 -0.11504 3.06206
H 1.86583 -1.71689 1.34111
H 0.01523 -2.89803 0.66230
H -1.57157 -2.10308 0.87058
H -1.12904 -3.11563 -0.64792
H -1.85604 1.76448 0.83786
H -1.14455 2.76097 -0.46982
H -2.02199 1.26434 -0.82714
H 0.48771 1.69409 -1.95084
H 1.61978 0.67992 -1.25608
H 1.57740 2.51591 -0.91281
H -0.85963 -0.56669 -1.28279
H 0.61912 -1.52010 -1.20621
H 0.72829 1.54031 1.03339

No. 11
48
Properties=species:S:1:pos:R:3 method="wB97M-V/def2-TZVPD" homo_ev=-8.02 de_lowest_kj_mol=524.41 gap_ev=5.8 fmax_ev_per_a=2.8 spin_multiplicity=1 energy_ev=-43121.3283 e_lumo_ev=-2.227
H 1.81310 0.91240 -1.44483
C 2.20718 0.67123 -0.25502
H 3.21847 1.12154 -0.18757
C 1.24095 1.35406 0.59534
C 0.42684 0.64138 1.46311
N 0.51936 -0.73761 1.51246
C -0.39129 -1.42184 2.33643
C -0.03632 -2.60144 3.00021
C -0.97572 -3.31603 3.72846
C -2.30506 -2.80048 3.84378
O -3.20064 -3.59324 4.51419
C -4.61589 -3.22438 4.44992
C -2.65015 -1.55483 3.22912
C -1.68218 -0.90556 2.47379
C 1.40793 -1.42317 0.74097
C 2.24144 -0.79270 -0.13033
C 3.14532 -1.64016 -1.00435
N 3.88917 -1.00710 -1.98837
O 3.19098 -2.85690 -0.85665
H 1.07669 2.43685 0.49420
H -0.19484 1.16755 2.18005
H 0.98189 -2.96511 2.95561
H -0.76096 -4.27337 4.22586
H -5.10615 -3.94145 5.12413
H -4.79912 -2.18170 4.80748
H -5.01137 -3.34696 3.41509
H -3.68430 -1.15322 3.35029
H -1.99756 0.00842 1.99161
H 1.43446 -2.49928 0.82668
H 3.89305 -0.03378 -2.19663
H 4.44897 -1.61365 -2.57829
O -3.15998 3.59275 -3.37143
N -2.02212 4.03594 -3.14941
O -1.79344 5.25745 -2.93569
C -0.86691 3.15675 -3.07672
C 0.44077 3.62863 -2.91193
C 1.49615 2.74358 -2.78793
N 2.86932 3.14028 -2.75813
O 3.21057 4.32735 -2.62412
O 3.67751 2.16244 -2.85270
C 1.32331 1.29405 -2.62277
N -0.04095 0.88452 -2.78642
N -0.50063 -0.39078 -2.84278
N -1.76032 -0.31758 -3.23690
N -2.18076 0.96347 -3.42262
C -1.10726 1.73433 -3.08491
H 0.65364 4.69901 -2.95947
H 2.03685 0.65836 -3.19276

No. 12
9
Properties=species:S:1:pos:R:3 method="wB97M-V/def2-TZVPD" homo_ev="-10.97 / -10.97" de_lowest_kj_mol=739.46 gap_ev="7.7 / 7.7" fmax_ev_per_a=6.8 spin_multiplicity=1 energy_ev=-11115.9571 e_lumo_ev="-3.292 / -3.282"
C 0.86472 -1.31092 0.23073
N 1.33973 -2.36728 0.24357
N -1.74701 0.14478 -0.15085
N 0.40298 -0.11882 0.17302
N 0.84460 1.18084 0.04701
O 2.04492 1.26952 -0.00751
O 0.02377 2.07737 0.05674
H -2.09372 -0.68923 0.44857
H -1.68000 -0.18625 -1.04128